(1)
# C9H23MgO8P2Sb

A structure of composition C9H23MgO8P2Sb in a non-equilibrium geometry (ωB97M-V/def2-TZVPD, the Open Molecules 2025 dataset).

Cartesian coordinates (Å):
Mg1 0.59039 -2.48302 -0.02668
O1 3.61745 0.27013 -0.33527
P1 3.37040 -1.14890 0.32981
O2 4.49755 -2.01991 0.76406
O3 2.25940 -1.78511 -0.48161
O4 2.54984 -0.77627 1.73673
P2 1.05601 -0.66954 2.19913
O5 1.13847 -0.62191 3.80592
O6 0.39398 0.62759 1.76375
O7 0.33969 -1.93218 1.74857
H1 4.51371 0.65984 -0.28813
H2 0.45540 0.00665 4.17262
C1 -2.04402 -5.18855 0.43617
C2 -1.96583 -4.04411 -0.51785
C3 -3.29750 -3.55014 -1.11002
O8 -0.82059 -3.57108 -0.84679
H3 -3.05685 -5.59127 0.62631
H4 -1.59852 -4.92850 1.40897
H5 -1.48255 -6.03764 -0.01484
H6 -3.63042 -4.35000 -1.79225
H7 -3.21187 -2.68207 -1.73136
H8 -4.01934 -3.43072 -0.28008
C4 2.39517 3.31486 1.25196
C5 0.99158 3.67866 0.77244
Sb1 0.13192 1.73360 -0.02278
C6 0.64989 1.82728 -2.24989
C7 0.47450 0.47443 -2.96874
C8 -1.94214 2.07724 0.60575
C9 -2.51674 3.10843 -0.33211
H9 2.73984 4.09610 1.94301
H10 3.08187 3.25973 0.42280
H11 2.37836 2.35524 1.78122
H12 1.03834 4.37941 -0.05310
H13 0.32420 4.03805 1.58890
H14 1.63932 2.23547 -2.38359
H15 -0.09789 2.57882 -2.63966
H16 1.14311 -0.30624 -2.53392
H17 0.76895 0.54945 -4.03908
H18 -0.58248 0.11989 -2.97317
H19 -1.85990 2.40696 1.67453
H20 -2.44241 1.09768 0.52988
H21 -2.01119 4.10590 -0.28594
H22 -3.59691 3.27721 -0.26659
H23 -2.36220 2.83853 -1.38906

Computed properties:
2S+1 = 1
ΔE to the lowest compared entry with this formula, charge and spin = 20.98 kcal per mole
Molar mass = 467.288 g/mol
LUMO energy (alpha / beta) = -1.311 / -1.311 eV
Highest occupied orbital energy (alpha / beta) = -4.84 / -4.84 eV
Maximum force = 4.24 eV/A
Kohn-Sham gap (alpha / beta) = 3.53 / 3.53 eV
Net charge = 0

Here are the Mulliken charges for atoms 1 to 6, given in e:
1 Mg 1.09
2 O -0.35
3 P 0.88
4 O -0.71
5 O -0.56
6 O -0.21

---

(2)
# C9H23N2Si

A cluster of 3 separate species, C9H23N2Si in total in a non-equilibrium geometry (ωB97M-V/def2-TZVPD, the Open Molecules 2025 dataset).

Cartesian coordinates (Å):
C1 -0.27505 0.74917 -1.50444
C2 4.55860 0.20174 -0.25701
C3 2.91335 1.92004 0.59231
C4 -3.79342 -1.06883 -0.22112
C5 -3.50692 1.02363 1.15835
C6 -0.06131 -2.06682 0.02043
C7 -1.56142 1.17136 -1.78341
C8 3.14516 0.55704 0.04938
C9 -2.89229 0.11136 0.01451
N1 2.15234 -0.27414 -0.14033
N2 -2.75532 0.88063 -1.19123
Si1 0.34842 -0.18914 0.04538
H1 4.73101 -0.56898 0.52408
H2 4.60725 -0.22761 -1.23635
H3 5.12383 1.15146 -0.22325
H4 2.97125 2.55822 -0.33383
H5 3.75153 2.08015 1.23466
H6 1.88393 2.25587 1.05077
H7 -3.33272 -1.76890 -0.90524
H8 -3.91086 -1.63577 0.69046
H9 -4.85222 -0.79795 -0.40986
H10 -3.12722 0.61369 2.08081
H11 -4.58115 0.90719 1.16644
H12 -3.17793 2.08922 1.04781
H13 0.69666 -2.87456 0.16141
H14 -0.94405 -2.34138 0.61892
H15 -0.35278 -2.16957 -1.08407
H16 0.44978 1.21317 -2.25051
H17 -1.62516 1.78084 -2.72332
H18 3.14347 -2.98744 2.02801
H19 -1.82366 -0.17444 0.24598
H20 -3.62445 0.90734 -1.71976
H21 2.48353 -1.12646 -0.57586
H22 2.98105 -2.08060 2.26862
H23 0.25676 0.18044 1.56127

Computed properties:
2S+1 = 1
ΔE to the lowest compared entry with this formula, charge and spin = 29.23 kcal per mole
Molar mass = 187.383 g/mol
LUMO energy = -3.482 eV
Highest occupied orbital energy = -11.35 eV
Maximum force = 4.15 eV/A
Kohn-Sham gap = 7.87 eV
Net charge = +1

Here are the Mulliken charges for atoms 1 to 6, given in e:
1 C -0.52
2 C -1.27
3 C -1.29
4 C -1.54
5 C -1.39
6 C -1.20

---

(3)
# C9H23N3OP

The ion C9H23N3OP with charge +1 in a non-equilibrium geometry (ωB97M-V/def2-TZVPD, the Open Molecules 2025 dataset).

Cartesian coordinates (Å):
C1 1.79570 0.55613 -0.07727
C2 3.21532 -1.57957 -0.04457
C3 -3.59651 -1.28017 -1.98666
C4 2.85790 2.26717 -1.45597
C5 0.52897 2.42620 -0.92733
C6 -1.68530 -1.99426 1.71506
C7 -1.79443 0.01170 3.29482
C8 3.12397 -0.06560 0.23436
C9 -2.48284 -0.18797 -1.78652
N1 1.74837 1.71120 -0.73915
N2 -1.63249 -0.56463 1.97917
N3 0.71296 0.06060 0.49336
O1 -1.72536 -0.63555 -0.58220
P1 -1.38014 0.34831 0.66173
H1 2.38966 -1.81922 -0.74984
H2 4.20728 -1.76423 -0.46228
H3 3.13919 -1.98140 0.97614
H4 -3.41855 -2.27862 -1.57445
H5 -4.45126 -0.88299 -1.43461
H6 -4.07570 -1.46225 -2.94094
H7 3.17510 1.66386 -2.30626
H8 2.46972 3.05182 -2.02870
H9 3.68829 2.61729 -0.91598
H10 -0.27605 1.73995 -1.15903
H11 0.13696 3.01954 -0.01205
H12 0.63232 3.17153 -1.76615
H13 -1.23592 -2.50893 2.63417
H14 -2.68029 -2.36336 1.64263
H15 -1.09575 -2.28848 0.78212
H16 -1.24767 -0.62548 4.09234
H17 -1.48087 1.02769 3.39197
H18 -2.92523 0.04633 3.50215
H19 3.28878 0.20809 1.22107
H20 3.76859 0.49454 -0.44611
H21 -2.91172 0.89212 -1.69336
H22 -1.66359 -0.12807 -2.50336
H23 0.88061 -0.90332 0.97170

Computed properties:
2S+1 = 1
ΔE to the lowest compared entry with this formula, charge and spin = 21.12 kcal per mole
Molar mass = 220.277 g/mol
LUMO energy = -2.262 eV
SMILES = CCOP(/[NH+]=C(/CC)N(C)C)N(C)C
Highest occupied orbital energy = -12.50 eV
Maximum force = 3.53 eV/A
Kohn-Sham gap = 10.23 eV
Net charge = +1

Here are the Mulliken charges for atoms 1 to 6, given in e:
1 C 0.63
2 C -1.07
3 C -1.20
4 C -1.16
5 C -0.67
6 C -0.88

---

(4)
# C9H23NOSi

A cluster of 2 separate species, C9H23NOSi in total in a non-equilibrium geometry (ωB97M-V/def2-TZVPD, the Open Molecules 2025 dataset).

Cartesian coordinates (Å):
C1 -1.67619 3.14347 0.99744
C2 -1.92045 -2.39480 -1.57542
C3 0.44675 -2.77569 -2.06761
C4 2.82781 -0.38058 0.37231
C5 1.98430 2.05084 -0.26351
C6 -0.11286 -0.15026 2.80782
C7 -2.14042 1.84310 0.34039
C8 -0.71428 -1.82512 -2.04628
C9 1.79939 0.46744 -0.41593
N1 -0.26471 -0.81490 1.50087
O1 -1.03878 1.29298 -0.29404
Si1 -0.01094 0.01547 -0.05846
H1 -1.38865 2.95184 2.07884
H2 -0.76955 3.56153 0.44581
H3 -2.38097 3.99681 1.06028
H4 -2.71322 -1.67115 -1.49137
H5 -2.34375 -3.09286 -2.24845
H6 -1.95910 -2.91772 -0.61205
H7 0.29326 -3.40125 -2.99481
H8 0.51244 -3.33889 -1.22408
H9 1.38055 -2.15438 -2.17294
H10 2.72962 -0.36940 1.45537
H11 2.76395 -1.52872 0.06041
H12 3.85820 -0.14132 0.18887
H13 3.01835 2.26899 -0.55648
H14 1.69773 2.06742 0.76790
H15 1.21012 2.52053 -0.90694
H16 -1.14115 0.08934 3.23121
H17 0.48701 -0.67062 3.51872
H18 0.37294 0.78778 2.61466
H19 -2.76243 2.19963 -0.51642
H20 -2.65626 1.08573 0.95808
H21 -0.77527 -1.13058 -2.98387
H22 1.88976 0.18651 -1.53413
H23 -0.50321 -1.77117 1.56380

Computed properties:
2S+1 = 1
ΔE to the lowest compared entry with this formula, charge and spin = 78.83 kcal per mole
Molar mass = 189.375 g/mol
LUMO energy = 0.870 eV
Highest occupied orbital energy = -6.87 eV
Maximum force = 5.13 eV/A
Kohn-Sham gap = 7.74 eV
Net charge = 0

Here are the Mulliken charges for atoms 1 to 6, given in e:
1 C -0.95
2 C -1.37
3 C -1.14
4 C -1.23
5 C -1.21
6 C -0.83

---

(5)
# C9H24AlBGdNO3

A structure of composition C9H24AlBGdNO3 in a non-equilibrium geometry (ωB97M-V/def2-TZVPD, the Open Molecules 2025 dataset).

Cartesian coordinates (Å):
C1 5.27264 1.20915 0.87127
C2 5.33283 -0.04447 -0.00747
C3 4.14731 -0.20291 -0.94640
C4 3.03192 -1.14219 -0.40156
N1 1.94868 -0.39752 0.18248
Al1 0.19286 -0.68873 -0.56922
C5 -0.77152 1.07755 -1.04244
O1 -1.79565 1.34059 -0.02376
C6 -2.68743 2.27252 -0.42590
C7 -3.75468 2.44517 0.69548
B1 -1.05013 -1.66247 0.88375
O2 -1.20693 -1.05723 2.09911
O3 -1.71695 -2.81702 0.58094
C8 -3.13990 -2.76114 0.65030
C9 -3.75861 -2.00820 -0.52012
H1 5.68710 0.99472 1.84635
H2 5.86853 2.00802 0.45075
H3 4.26147 1.58551 0.98084
H4 6.22434 0.01448 -0.61829
H5 5.46147 -0.92047 0.61706
H6 3.73060 0.75740 -1.22290
H7 4.48871 -0.65249 -1.87033
H8 2.64773 -1.71153 -1.24316
H9 3.48763 -1.83002 0.29868
H10 2.00356 -0.47293 1.19757
H11 0.32510 -1.62315 -1.85405
H12 -0.05709 1.89587 -1.06557
H13 -1.28034 0.95200 -1.99553
H14 -3.20024 1.90333 -1.35407
H15 -2.17540 3.23921 -0.61183
H16 -3.35139 2.51854 1.69683
H17 -4.54424 1.68250 0.63924
H18 -4.26165 3.44022 0.49897
H19 -1.66930 -1.65795 2.71361
H20 -3.49932 -3.78084 0.62488
H21 -3.48721 -2.34882 1.59464
H22 -4.70607 -1.58127 -0.20627
H23 -3.93288 -2.67327 -1.35271
H24 -3.12287 -1.19931 -0.87291
Gd1 -4.94265 3.89717 -0.91827

Computed properties:
2S+1 = 8
Molar mass = 389.339 g/mol
<S²> = 15.784
LUMO energy (alpha / beta) = -9.390 / -9.917 eV
Highest occupied orbital energy (alpha / beta) = -12.96 / -12.75 eV
Maximum force = 6.46 eV/A
Kohn-Sham gap (alpha / beta) = 3.57 / 2.83 eV
Net charge = +2

Here are the Mulliken charges for atoms 1 to 6, given in e:
1 C -1.15
2 C -0.51
3 C -0.69
4 C -0.58
5 N 0.02
6 Al 0.04

---

(6)
# C9H24BrN3O3

A cluster of 4 separate species, C9H24BrN3O3 in total in a non-equilibrium geometry (ωB97M-V/def2-TZVPD, the Open Molecules 2025 dataset).

Cartesian coordinates (Å):
Br1 -0.04174 -1.50326 0.78952
C1 1.64695 1.92311 1.16041
C2 1.03664 2.16999 2.50033
O1 1.16242 3.13707 3.15431
N1 0.32030 0.97852 3.12376
H1 0.02611 0.24731 2.44882
H2 1.08105 0.55628 3.67159
C3 -0.81112 1.44543 3.97437
H3 2.27747 1.03692 1.24268
H4 2.18158 2.81793 0.85185
H5 0.89249 1.78508 0.38341
H6 -1.53033 1.99206 3.36989
H7 -0.41200 2.06932 4.76274
H8 -1.37871 0.59658 4.35099
C4 -3.54023 2.90768 -0.55471
C5 -2.63179 1.77786 -0.17615
O2 -1.84742 1.76785 0.70752
N2 -2.78518 0.49878 -0.98032
H9 -2.90914 -0.31659 -0.36550
H10 -3.61649 0.59484 -1.57079
C6 -1.61120 0.15090 -1.86647
H11 -4.56568 2.52488 -0.60295
H12 -3.22998 3.36804 -1.49124
H13 -3.55402 3.62246 0.26321
H14 -1.63770 0.68321 -2.81722
H15 -1.73422 -0.89388 -2.13642
H16 -0.70733 0.35631 -1.30960
C7 2.96644 -1.02637 -1.61914
C8 2.70365 -2.38966 -2.19139
O3 3.06915 -2.78884 -3.22891
N3 1.93672 -3.33165 -1.27337
H17 2.66250 -3.72065 -0.65907
H18 1.27546 -2.83978 -0.63389
C9 1.17103 -4.36446 -2.03273
H19 2.07671 -0.60963 -1.15502
H20 3.29894 -0.42703 -2.46831
H21 3.83008 -1.02332 -0.95203
H22 0.76037 -5.09976 -1.34881
H23 1.81233 -4.81787 -2.78029
H24 0.35588 -3.85567 -2.54106

Computed properties:
2S+1 = 1
ΔE to the lowest compared entry with this formula, charge and spin = 14.00 kcal per mole
Molar mass = 302.213 g/mol
LUMO energy = -6.185 eV
Highest occupied orbital energy = -15.00 eV
Maximum force = 1.43 eV/A
Kohn-Sham gap = 8.81 eV
Net charge = +2

Here are the Mulliken charges for atoms 1 to 6, given in e:
1 Br -0.79
2 C -0.76
3 C 0.58
4 O -0.41
5 N 0.25
6 H -0.13

---

Q: What is the maximum force in the sixth record?
A: 1.43 eV/A

---

Q: Which of these has the lowest maximum force?
A: C9H24BrN3O3

---

Q: Which value of molar mass does entry 5 give?
A: 389.339 g/mol